(1)
Computed, not measured: C49H40CrN9O4S3 as an isolated structure, with the ωB97M-V functional and the def2-TZVPD basis.

**<S²>**: 0.95
**Kohn-Sham gap (alpha / beta)**: 0.254 / 0.219 hartree
**2S+1**: 2
**M**: 967.1 g/mol
**Net charge**: +2
**Energy above the lowest of the compared OMol25 structures with the same formula, charge and spin**: 1.1 kcal/mol

XYZ file:
```
106
C49H40CrN9O4S3 (the ωB97M-V functional and the def2-TZVPD basis)
Cr -3.29443 0.40006 -0.04404
O -2.37332 1.53302 1.33896
C -2.76278 2.57710 1.87244
C -3.98035 3.26506 1.58326
C -4.27117 4.41743 2.33588
C -5.41706 5.10234 2.09540
C -6.31262 4.69702 1.09138
C -6.03977 3.59040 0.33820
C -4.86858 2.82326 0.56126
O -4.65057 1.77277 -0.16088
N -5.72450 6.30245 2.89977
O -6.76730 6.87519 2.66463
O -4.91898 6.64267 3.74347
H -2.10571 3.02874 2.62830
H -3.59466 4.76221 3.11091
H -7.20977 5.27972 0.92998
H -6.70572 3.27050 -0.45323
N -1.84662 -0.92582 0.26758
S 0.87304 -2.08664 -0.33149
N 2.43221 -1.79240 0.15139
S 3.23342 -0.59443 -0.36235
N 2.60139 0.73799 -0.81537
S 1.21117 1.33525 -0.15873
N -1.55960 -0.23282 -0.65198
C 1.39792 1.42444 1.59704
C 2.30255 2.26198 2.23901
C 2.41620 2.16584 3.61532
C 1.63283 1.25454 4.32490
C 0.72239 0.43922 3.66848
C 0.59582 0.52067 2.28799
C 1.30116 2.98899 -0.76439
C 2.50326 3.65927 -0.95726
C 2.45328 4.98417 -1.35951
C 1.22581 5.61080 -1.56248
C 0.03931 4.91000 -1.40221
C 0.06972 3.58171 -1.00486
C 4.38867 -0.34152 0.94153
C 4.25942 -0.99575 2.15777
C 5.17780 -0.69897 3.15733
C 6.18739 0.22460 2.92884
C 6.30060 0.86426 1.69768
C 5.39710 0.58417 0.68860
C 4.20063 -1.01468 -1.76494
C 4.23930 -0.19754 -2.88657
C 4.96967 -0.63191 -3.98399
C 5.62999 -1.85290 -3.94440
C 5.58619 -2.65007 -2.80329
C 4.86605 -2.23532 -1.69768
C 0.68867 -3.69702 0.38427
C -0.61118 -4.07437 0.69596
C -0.81530 -5.32811 1.25783
C 0.26196 -6.16657 1.50399
C 1.55617 -5.76761 1.18290
C 1.78239 -4.52118 0.62321
C 0.94556 -2.40867 -2.08503
C 1.31878 -3.64002 -2.61343
C 1.40237 -3.77350 -3.98997
C 1.11995 -2.69150 -4.81819
C 0.74832 -1.46714 -4.27720
C 0.65191 -1.31881 -2.90087
H 2.89754 2.98211 1.68814
H 3.11047 2.81169 4.13912
H 1.72899 1.19215 5.40258
H 0.10266 -0.25228 4.22680
H -0.13108 -0.08763 1.75404
H 3.44840 3.14971 -0.81616
H 3.37443 5.53151 -1.51412
H 1.19780 6.65298 -1.85542
H -0.91106 5.39276 -1.59209
H -0.84180 3.01199 -0.89110
H 3.46279 -1.71032 2.31291
H 5.10415 -1.19722 4.11580
H 6.89922 0.44765 3.71496
H 7.09836 1.57480 1.52409
H 5.47741 1.06810 -0.27927
H 3.70893 0.74548 -2.89714
H 5.02005 -0.01404 -4.87162
H 6.18567 -2.19019 -4.81131
H 6.11518 -3.59445 -2.77653
H 4.82466 -2.84214 -0.79959
H -1.43568 -3.39334 0.51439
H -1.81921 -5.64372 1.51182
H 0.09798 -7.13609 1.95886
H 2.39062 -6.43128 1.36805
H 2.78419 -4.18593 0.39024
H 1.53300 -4.48475 -1.97247
H 1.68660 -4.72758 -4.41695
H 1.17739 -2.81025 -5.89265
H 0.53196 -0.62558 -4.92456
H 0.33852 -0.37744 -2.46083
N -5.52165 -2.46055 -2.04067
C -4.69898 -2.22606 -3.12853
C -3.87615 -1.21282 -2.74769
N -4.19807 -0.82464 -1.46554
C -5.17199 -1.59527 -1.07560
C -5.65649 -1.44071 0.29273
N -4.97722 -0.70669 1.14121
C -5.70582 -0.71497 2.30878
C -6.82436 -1.47150 2.15343
N -6.77685 -1.93535 0.85891
H -6.23840 -3.16376 -1.99203
H -4.77004 -2.79371 -4.04037
H -3.09297 -0.72841 -3.30527
H -5.38017 -0.17796 3.18388
H -7.62624 -1.72175 2.82658
H -7.50313 -2.46515 0.40904
```



(2)
Computed, not measured: C17H26AsN6OS6W as an isolated structure, with the ωB97M-V functional and the def2-TZVPD basis.

**Kohn-Sham gap**: 0.212 hartree
**M**: 781.6 g/mol
**Net charge**: -1
**Energy above the lowest of the compared OMol25 structures with the same formula, charge and spin**: 34.9 kcal/mol

XYZ file:
```
58
C17H26AsN6OS6W (the ωB97M-V functional and the def2-TZVPD basis)
W 0.63528 -1.08960 1.18343
C 1.18205 3.39855 -1.32261
C 1.24643 2.35722 -2.45578
N 0.09950 1.48820 -2.48301
C -1.18936 2.05895 -2.75288
C -2.28535 1.53768 -1.81755
N -1.94097 1.67231 -0.41794
C -1.83749 3.03951 0.07090
C -0.42975 3.50465 0.54726
N 0.70000 2.87574 -0.07130
H 0.54380 4.23776 -1.62804
H 2.19344 3.81421 -1.22069
H 2.12063 1.72570 -2.29177
H 1.41417 2.90844 -3.40210
H 0.26780 0.59627 -2.91666
H -1.53421 1.89490 -3.78750
H -1.11903 3.14372 -2.63584
H -2.44598 0.47521 -2.02089
H -3.21834 2.07336 -2.08394
H -2.55418 1.12000 0.16006
H -2.50514 3.16388 0.93116
H -2.21186 3.73351 -0.69421
H -0.35622 3.31640 1.61873
H -0.41162 4.60433 0.42555
H 1.42630 2.63695 0.59044
S 1.39708 -3.49581 0.98439
C 0.61206 -4.08641 -0.47117
C 0.74451 -5.44374 -0.79047
C 0.15006 -5.98640 -1.91510
C -0.59757 -5.17310 -2.76090
C -0.73013 -3.82801 -2.46440
C -0.13451 -3.27132 -1.33060
S -0.36621 -1.54116 -1.04580
H 1.33056 -6.07004 -0.12854
H 0.27231 -7.04032 -2.13388
H -1.06538 -5.58136 -3.64834
H -1.29749 -3.17926 -3.12253
S 3.16296 1.75965 2.66222
As 2.95571 -0.24433 2.05984
S -0.13037 0.57879 2.27896
S 2.40704 -0.23615 -0.09773
S 4.20088 -1.74432 2.78355
C -0.42304 -3.48923 5.35859
N -1.17454 -3.21775 4.13660
C -2.48162 -3.54834 3.97142
C -3.16895 -3.23192 2.85303
C -2.46389 -2.53842 1.81482
N -1.18464 -2.26380 1.98300
C -0.54679 -2.51895 3.14168
O 0.61290 -2.10218 3.25534
N -3.04403 -2.14920 0.68025
H -0.95555 -4.24080 5.93617
H -0.30789 -2.57644 5.94118
H 0.56538 -3.85274 5.08788
H -2.93613 -4.08164 4.79474
H -4.20810 -3.50002 2.74439
H -3.95194 -2.50370 0.44028
H -2.41123 -1.82336 -0.06392
```



(3)
Computed, not measured: AlBH12O4 as an isolated structure at a distorted geometry, with the ωB97M-V functional and the def2-TZVPD basis.

**Kohn-Sham gap**: 0.170 hartree
**M**: 113.9 g/mol
**Net charge**: +2
**Energy above the lowest of the compared OMol25 structures with the same formula, charge and spin**: 90.8 kcal/mol

XYZ file:
```
18
AlBH12O4 (the ωB97M-V functional and the def2-TZVPD basis)
Al -0.04894 -0.19618 0.53615
B 0.74188 0.54386 -2.50687
H -0.36311 0.31702 -2.17638
H 0.72732 0.88991 -3.62574
H 1.20684 1.23062 -1.70633
H 1.43827 -0.40231 -2.54277
O -0.54365 -0.78735 3.28846
H 0.09416 -1.04057 3.97132
H -1.39808 -0.76133 3.74041
O -0.46067 -2.45149 -1.20140
H -0.59124 -3.40930 -1.11505
H -0.71595 -2.24773 -2.11429
O -2.46970 1.01156 1.31323
H -2.56540 1.96338 1.16556
H -3.30157 0.73815 1.72577
O 2.37918 1.42111 0.48179
H 2.90907 2.04463 1.00116
H 2.96160 1.13601 -0.23502
```



(4)
Computed, not measured: a 2-piece molecular cluster, C22H20N3 overall at a distorted geometry, with the ωB97M-V functional and the def2-TZVPD basis.

**Kohn-Sham gap**: 0.259 hartree
**M**: 326.4 g/mol
**Net charge**: +1
**Energy above the lowest of the compared OMol25 structures with the same formula, charge and spin**: 28.6 kcal/mol

XYZ file:
```
45
C22H20N3 (the ωB97M-V functional and the def2-TZVPD basis)
C -1.15790 -3.12226 3.17909
C -0.05413 -2.42944 2.49403
N 0.25655 -1.18246 2.86106
C 1.54876 -0.61528 2.93975
C 2.75153 -1.28688 3.02028
C 3.89278 -0.51826 3.32918
C 3.80603 0.87028 3.55671
C 2.56407 1.51781 3.55203
C 1.43110 0.76264 3.24603
C 0.02583 1.07206 3.29974
C -0.68296 -0.13422 3.09005
C -2.06126 -0.18501 3.10721
C -2.76386 1.02054 3.28268
C -2.07759 2.22581 3.50715
C -0.67806 2.25133 3.55096
H -0.96893 -4.20161 3.14713
H -1.33786 -2.76646 4.20976
H -2.08580 -2.99686 2.60003
H 0.69508 -2.98819 1.90807
H 2.76364 -2.36442 2.86639
H 4.86485 -1.00258 3.39054
H 4.71513 1.45331 3.73501
H 2.43966 2.58044 3.77343
H -2.58777 -1.12534 3.01545
H -3.85191 1.01971 3.26017
H -2.63606 3.15544 3.64617
H -0.10368 3.15250 3.76218
C 0.23362 -1.57371 -0.97902
C -1.05506 -2.20452 -0.63935
N -1.62087 -2.55221 0.50957
C -2.87956 -3.08302 0.18684
C -3.03355 -3.04944 -1.21058
C -4.16416 -3.47734 -1.88793
C -5.22006 -3.99662 -1.12771
C -5.10570 -4.04273 0.27327
C -3.96037 -3.57540 0.94410
N -1.86023 -2.48596 -1.68676
H 0.82275 -1.35873 -0.09234
H 0.81904 -2.21989 -1.64360
H 0.04241 -0.63964 -1.52056
H -4.19101 -3.38842 -2.97198
H -6.13414 -4.35971 -1.59475
H -5.93395 -4.44770 0.85940
H -3.90816 -3.59033 2.03697
H -1.66038 -2.25532 -2.65018
```